1.
Density functional theory data (wB97M-V/def2-TZVPD) for FH2IP2 as an isolated structure in a non-equilibrium geometry.

Summary:
HOMO-LUMO gap: 8.89 eV
total energy: -29427.1242 eV

The geometry in ORCA input format:
```
! wB97M-V def2-TZVPD RIJCOSX def2/J DEFGRID3
* xyz 0 1
F -1.6813 -1.4395 -0.0170
P -0.1959 -1.0401 -0.6493
P 0.4680 -0.0726 1.0974
I 2.4071 0.7676 -0.1872
H -0.6485 0.1495 -1.0964
H -0.3494 1.6350 0.8524
*
```

2.
Density functional theory data (wB97M-V/def2-TZVPD) for a 2-piece molecular cluster, FH2NO2S overall in a non-equilibrium geometry.

Summary:
HOMO-LUMO gap (alpha / beta): 7.26 / 9.91 eV
total energy: -19166.3462 eV

The geometry in ORCA input format:
```
! wB97M-V def2-TZVPD RIJCOSX def2/J DEFGRID3
* xyz 0 1
N -1.3625 0.0219 0.1703
O -2.2293 -0.7194 0.7023
O 1.5222 1.3217 -0.0725
F 2.0663 -0.9812 -1.0871
S 1.6041 -0.0737 0.2739
H -0.8143 -0.2405 -0.7352
H -0.7865 0.6711 0.7482
*
```

3.
Density functional theory data (wB97M-V/def2-TZVPD) for FH3N2O2S in the gas phase in a non-equilibrium geometry.

Summary:
HOMO-LUMO gap: 10.49 eV
total energy: -20672.3449 eV

The geometry in ORCA input format:
```
! wB97M-V def2-TZVPD RIJCOSX def2/J DEFGRID3
* xyz 0 1
N 0.2502 -0.1461 -1.0164
S -0.9417 -0.6993 -0.0248
O -1.1481 -2.0885 -0.2283
O -0.4928 -0.3733 1.4299
N -2.2393 0.1779 -0.2831
F -1.8557 1.5288 -0.0270
H -0.1048 0.7961 -1.4318
H 1.2257 -0.0943 -0.7353
H -1.2183 0.1605 1.6368
*
```